This record from OMol25 describes a single C8H11N molecule. The level of theory is ωB97M-V/def2-TZVPD.

Output
ΔE to the lowest compared entry with this formula, charge and spin = 85.5 kcal per mole
LUMO level = 0.7 eV

Each line ends with the natural charge from an NBO analysis.
Element x y z (Å)
1 C -0.1884 0.4129 0.4916  0.269
2 C 0.6234 -0.8678 -1.6091  -0.171
3 C 0.1258 -2.0988 0.1561  -0.058
4 C -0.2124 -1.0532 0.9069  -0.128
5 C 0.5771 0.5240 -1.8101  0.064
6 C -0.6423 1.3504 1.5810  -0.644
7 C -0.6738 -1.3339 2.3241  -0.639
8 C 0.8799 1.3821 -2.9686  -0.641
9 N 0.1220 1.0592 -0.5824  -0.434
10 H 0.9316 -1.5870 -2.3519  0.164
11 H 0.2337 -3.1429 0.0417  0.217
12 H -1.6678 1.1385 1.8752  0.210
13 H -0.5893 2.3679 1.2052  0.239
14 H -0.0109 1.2714 2.4635  0.209
15 H -0.6219 -2.4035 2.5202  0.215
16 H -1.7030 -1.0113 2.4716  0.220
17 H -0.0422 -0.8239 3.0482  0.220
18 H 1.6916 2.0649 -2.7200  0.230
19 H 0.0019 1.9766 -3.2188  0.231
20 H 1.1652 0.7745 -3.8243  0.227

Force components x, y, z for each atom (eV/Å):
-0.0891 0.4188 0.1590
0.1648 -0.3450 -0.4389
0.9876 6.0431 -4.3646
-0.0878 -0.4608 0.3648
-0.8948 -5.8618 4.0307
-0.0276 0.1446 0.1162
0.0258 -0.0586 -0.0628
0.0177 0.0278 -0.0344
0.0064 0.6357 -0.1711
0.0844 -0.0142 -0.2616
-0.0077 -0.6454 0.2102
-0.1122 -0.0009 0.1526
-0.0106 -0.0533 0.0145
-0.0111 0.0011 0.1607
-0.0130 -0.0163 0.0310
-0.0283 0.0307 0.0954
-0.0376 0.0059 0.1088
0.0348 0.0607 -0.0310
-0.0123 0.0527 -0.0526
0.0107 0.0352 -0.0268

This record from OMol25 describes 2 unconnected molecules or ions with the total composition C11H18O. The level of theory is ωB97M-V/def2-TZVPD.

Output
ΔE to the lowest compared entry with this formula, charge and spin = 69.4 kcal per mole
Structure (SMILES) = CCc1ccc(O)cc1.CCC
LUMO level = 0.8 eV

Each line ends with the natural charge from an NBO analysis.
Element x y z (Å)
1 C -1.2671 1.8006 -3.9930  -0.384
2 C -0.7430 0.8665 -5.0495  -0.606
3 C -0.3039 2.3994 -3.0220  -0.615
4 H -2.2418 1.4277 -3.4745  0.197
5 H -1.7691 2.5587 -4.7702  0.191
6 H -1.5122 0.5178 -5.6640  0.206
7 H -0.1315 1.4306 -5.7418  0.200
8 H -0.8315 2.7365 -2.2469  0.207
9 H 0.3436 3.2387 -3.3228  0.206
10 H -0.2116 0.0020 -4.7377  0.194
11 H 0.3332 1.6741 -2.6727  0.203
12 C -1.2468 -0.9165 -0.2451  -0.433
13 C -2.6849 -1.2853 0.2743  -0.600
14 C -0.2216 -0.6868 0.7112  -0.102
15 C 0.6375 -1.7537 1.1611  -0.147
16 C 0.0298 0.4914 1.3875  -0.152
17 C 1.5950 -1.6499 2.1550  -0.317
18 C 1.1482 0.7909 2.2200  -0.285
19 C 1.7798 -0.3628 2.7190  0.318
20 O 2.4215 -0.2958 3.9599  -0.671
21 H -1.0806 -1.8746 -0.8365  0.209
22 H -1.2894 -0.2787 -1.1710  0.222
23 H -3.2695 -1.5939 -0.5479  0.215
24 H 0.3684 -2.7255 0.7062  0.207
25 H -0.6462 1.3759 1.2731  0.205
26 H 2.0968 -2.4956 2.7495  0.210
27 H 1.2787 1.8473 2.4711  0.236
28 H 2.5415 -1.2883 4.2346  0.473
29 H -3.1465 -0.4040 0.9412  0.197
30 H -2.5416 -1.9463 1.2215  0.216

Force components x, y, z for each atom (eV/Å):
-3.6061 1.2875 -2.3696
0.8212 0.4035 0.1798
0.9194 0.7700 -2.8946
1.9271 0.1520 -0.5778
0.9707 -0.6081 2.1925
-1.5551 -0.6196 -0.8383
0.5900 0.1103 -0.0104
-2.0142 1.4748 3.3460
-0.3824 -0.3233 -0.5736
0.7152 -0.7430 0.6402
1.6135 -1.9272 0.9424
-3.0084 -2.4458 -3.7720
1.4688 2.7130 4.8622
3.4394 -0.5695 3.1454
-1.2106 -0.7947 -1.1781
0.1931 2.6776 -0.4256
-0.1700 0.6824 1.1600
-1.4301 -1.7982 -0.5831
0.1564 0.2003 1.2450
0.3856 -2.5818 -0.4475
0.6882 0.6781 0.9371
-0.0304 0.4281 1.3638
-1.0351 -0.5930 -0.3204
0.5750 0.3676 0.3727
0.5336 -0.8245 -0.4370
-0.8768 0.9954 -1.5507
0.2252 -0.7601 0.6153
-0.1046 2.9123 -0.5929
0.5499 -1.2723 -2.1676
-0.3485 0.0084 -2.2629

This record from OMol25 describes a molecular structure, C28H34BrF5IN3O7PS2Si. The level of theory is ωB97M-V/def2-TZVPD.

Output
LUMO level = -4.9 eV
Charge = +1

Each line ends with the Löwdin charge.
Element x y z (Å)
1 C 2.9418 -1.2364 3.4138  -0.167
2 C 2.6710 -1.3839 1.8419  -0.245
3 C 2.3749 -2.8679 1.3640  -0.597
4 Br 3.2612 -4.0906 2.6908  0.678
5 C 0.8620 -3.2255 1.0275  -0.580
6 I 0.8714 -5.4398 1.4200  1.102
7 N 0.3154 -3.2498 -0.3271  -0.178
8 S 1.1200 -2.7548 -1.6967  0.779
9 O 1.8821 -3.8702 -2.2633  -0.254
10 O 2.0830 -1.6678 -1.5206  -0.224
11 C -0.0063 -2.1824 -3.1074  -0.536
12 F 0.4059 -0.9411 -3.5022  0.141
13 F 0.1474 -2.9693 -4.2074  0.149
14 F -1.3159 -2.0454 -2.7203  0.108
15 C -0.9636 -3.8502 -0.2367  -0.335
16 N -1.6648 -4.6756 -0.9528  0.165
17 C -1.1042 -5.1857 -2.2309  0.003
18 C -1.8795 -6.5379 -2.5498  -0.383
19 O -1.8083 -7.0001 -3.6392  0.215
20 O -2.6649 -7.2113 -1.5880  0.076
21 C -1.8512 -7.7247 -0.5588  -0.449
22 C -2.4297 -8.0546 0.8494  0.032
23 O -0.6751 -7.8699 -0.7907  0.093
24 N -1.4757 -3.3770 1.0647  0.050
25 C -0.3838 -2.7123 1.8848  -0.422
26 P -0.5798 -3.6951 3.5450  0.326
27 S -1.5101 -2.6550 4.9217  0.190
28 C -0.7280 -1.1774 1.9805  -0.432
29 F -2.0768 -0.9449 2.3256  0.017
30 F -0.0168 -0.5733 3.0205  0.029
31 C -0.5467 -0.3803 0.6129  -0.130
32 C -0.3956 1.1823 0.8312  -0.221
33 Si -2.0365 2.1612 0.8427  0.589
34 C -3.4587 1.3583 -0.1393  -0.185
35 C -2.6117 2.2096 2.6892  -0.178
36 C -1.6697 3.9686 0.3782  -0.244
37 C -0.4131 4.4318 -0.2479  -0.074
38 C -0.2333 5.8525 -0.5164  -0.071
39 C -1.2639 6.8603 -0.1831  -0.065
40 C -2.5310 6.4132 0.4290  -0.072
41 C -2.7166 4.9732 0.7024  -0.097
42 H 2.1688 -1.7556 4.0371  0.055
43 H 3.9964 -1.4670 3.6940  0.066
44 H 2.8016 -0.1312 3.6201  0.091
45 H 1.9328 -0.6135 1.5131  0.089
46 H 3.6548 -1.0903 1.3669  0.128
47 H 2.9807 -3.0361 0.4263  0.092
48 H -2.5848 -4.9445 -0.5773  0.201
49 H -0.0258 -5.4777 -2.1520  0.150
50 H -1.3511 -4.5042 -3.0799  0.137
51 H -3.5489 -7.9115 0.7896  0.100
52 H -2.0567 -7.3100 1.6107  0.078
53 H -2.1784 -9.1003 1.1472  0.109
54 H -2.2239 -2.7585 0.7229  0.151
55 H 0.6910 -4.0083 4.1180  -0.045
56 H -1.4042 -4.8525 3.3478  -0.031
57 H -1.4547 -0.6012 -0.0128  0.105
58 H 0.4067 -0.7307 0.1415  0.076
59 H 0.1923 1.5563 -0.0644  0.080
60 H 0.2065 1.4701 1.7300  0.096
61 H -4.1919 2.1757 -0.3856  0.047
62 H -3.1060 0.7843 -1.0353  0.023
63 H -3.9976 0.6643 0.5757  0.038
64 H -3.5162 1.5742 2.8701  0.035
65 H -2.8010 3.2806 2.9974  0.035
66 H -1.7333 1.8804 3.3173  0.035
67 H 0.3606 3.6598 -0.4679  0.081
68 H 0.7102 6.2723 -0.9846  0.057
69 H -1.1187 7.9502 -0.3655  0.095
70 H -3.2946 7.1852 0.6863  0.096
71 H -3.6830 4.7009 1.1988  0.095
72 C 2.4467 7.5961 -2.7698  0.023
73 C 3.0435 8.4153 -3.6333  0.030
74 C 4.4976 8.3232 -3.9002  -0.384
75 O 5.0422 9.0700 -4.6848  0.120
76 C 5.2607 7.2842 -3.1711  0.027
77 C 4.6632 6.4651 -2.3076  0.022
78 C 3.2105 6.5571 -2.0409  -0.369
79 O 2.6654 5.8058 -1.2524  0.074
80 H 1.3853 7.6504 -2.5628  0.112
81 H 2.5006 9.1796 -4.1750  0.126
82 H 6.3219 7.2307 -3.3789  0.125
83 H 5.2060 5.7008 -1.7658  0.122

Force components x, y, z for each atom (eV/Å):
-0.8493 1.5719 -0.6274
1.3737 0.0383 0.8657
0.6042 1.3719 -1.0362
0.2950 1.0222 -0.5035
0.4761 -0.9587 2.4996
-0.6518 -0.9922 -1.0838
-1.1092 -0.1148 -1.9010
6.9052 -0.9146 -2.7964
-2.6642 0.3380 0.8379
-3.0057 -0.3619 1.4116
-0.9557 2.2700 -2.1886
-0.4038 -1.9076 1.1403
-0.6369 0.6352 2.3279
1.4294 -0.8269 -0.3952
0.1603 1.6917 4.1335
1.7911 1.4399 -0.5040
-1.8947 -1.9522 -0.0667
0.5817 -0.6857 -1.4418
-0.0493 0.6138 0.4421
0.6084 0.9909 1.5350
1.4897 -0.5112 0.8041
-1.6294 0.7824 -0.9773
-0.8150 0.3589 0.0729
-0.1462 -0.3000 -2.8596
-0.7463 -1.5288 -0.9180
-1.3212 1.6026 2.9199
0.2489 -0.3058 -0.5878
-0.3258 2.3482 0.0867
1.4315 -1.1558 -0.4779
-0.4988 -1.1904 -1.5618
0.7866 0.0336 1.1198
0.3084 -0.1740 -1.1305
-0.3857 0.6253 1.4340
-0.1804 -0.2425 0.4076
0.4456 0.4884 0.0309
-0.0061 2.4762 -0.6032
-2.1579 1.3186 0.8119
-1.1870 0.8044 0.3865
-0.8893 -2.9254 0.7183
2.2357 -1.5671 -0.6862
1.6097 1.3483 -0.8149
0.9007 0.3067 -0.4827
-1.0620 -0.1839 -0.2349
0.1649 -1.1740 -0.0993
0.4210 -0.9790 0.1942
-1.1690 -0.3669 0.2597
-0.8520 -0.0680 1.0112
0.4820 0.0051 -0.3874
-0.8522 0.5947 0.1258
0.3832 -0.6228 0.7415
1.1226 -0.4205 0.2952
-0.0637 -0.8098 -0.9376
-0.0825 0.9732 -0.3601
-0.1270 0.1344 1.1429
-0.2617 -0.2482 -1.0767
1.0083 0.4068 -0.6636
0.9653 0.0752 0.4031
-1.0001 0.1616 0.1434
-0.5469 -0.4662 0.9328
-0.5055 -0.5008 -0.6961
0.7350 -0.8775 -0.1399
-0.6033 0.6530 0.5319
0.6190 0.5771 -0.8679
0.8747 0.5577 0.0789
-0.0426 -1.1974 -0.3250
-1.0701 0.0881 -0.4564
-0.5259 1.0807 0.0451
-1.4032 -1.1079 0.8410
0.0583 -1.1377 0.0738
0.6161 -0.9854 -0.1882
1.0757 -0.0259 -0.5469
-0.0117 0.1085 -0.0828
-0.2230 -0.0501 0.0965
0.1474 0.1861 -0.1909
-0.0770 -0.1001 0.0968
0.0433 -0.1840 0.1479
0.1529 0.0439 -0.0814
-0.0056 -0.1511 0.1424
0.4463 0.0948 -0.2635
0.0037 0.0059 -0.0242
0.0478 0.0079 -0.0142
-0.0117 0.0414 -0.0281
-0.0430 -0.0007 0.0195

This record from OMol25 describes 5 unconnected molecules or ions with the total composition C21H45BI2NO13P. The level of theory is ωB97M-V/def2-TZVPD.

Output
ΔE to the lowest compared entry with this formula, charge and spin = 129.1 kcal per mole
LUMO level = -2.0 eV

Each line ends with the Löwdin charge.
Element x y z (Å)
1 C 3.0535 -5.1729 -1.6262  -0.165
2 C 2.7159 -3.6498 -1.1231  -0.254
3 C 2.0960 -2.6574 -2.2713  -0.745
4 I 3.1122 -2.7609 -4.2194  0.860
5 O 0.6083 -2.7761 -2.4236  -0.312
6 P -0.1126 -1.3482 -1.6803  0.672
7 O 0.3238 -1.1741 -0.1439  -0.355
8 O 0.3792 0.1542 -2.4760  -0.813
9 I -1.1731 1.4250 -2.0693  0.984
10 O -1.8499 -1.5012 -1.7115  -0.176
11 B -2.2844 -2.8062 -1.1138  -0.571
12 O -1.4232 -3.6746 -0.2767  0.058
13 N -3.7196 -3.2218 -1.3873  -0.154
14 C -4.5275 -3.3884 -0.1190  -0.103
15 C -3.6597 -4.4870 -2.2162  -0.099
16 H 3.6223 -5.7028 -0.7211  0.087
17 H 3.7742 -5.2482 -2.5453  0.044
18 H 2.0836 -5.8425 -1.8034  0.094
19 H 1.8797 -3.7480 -0.2776  0.127
20 H 3.6334 -3.1150 -0.5792  0.128
21 H 2.2677 -1.5446 -1.8744  0.083
22 H -1.8577 -4.5569 -0.0800  0.125
23 H -5.6434 -3.0665 -0.3349  0.102
24 H -4.5880 -4.5096 0.2724  0.099
25 H -4.0317 -2.7639 0.7562  0.116
26 H -4.0123 -5.4514 -1.6073  0.108
27 H -2.5058 -4.6772 -2.4462  0.105
28 H -4.2465 -4.4197 -3.2270  0.102
29 O -6.8692 -0.9389 0.6013  0.066
30 C -6.0463 -0.0322 0.4861  -0.504
31 O -5.6676 0.6878 1.5653  -0.003
32 C -4.5814 1.6333 1.5753  -0.224
33 C -5.0473 2.9959 1.1002  -0.065
34 C -5.5195 0.3540 -0.8647  0.012
35 H -3.7258 1.2581 1.0066  0.107
36 H -4.2490 1.7112 2.6161  0.121
37 H -5.4017 2.9616 0.0666  0.072
38 H -4.2355 3.7249 1.1644  0.076
39 H -5.8860 3.3467 1.7101  0.090
40 H -6.2250 1.0364 -1.3450  0.101
41 H -5.4238 -0.5526 -1.4715  0.088
42 H -4.5297 0.8060 -0.8385  0.051
43 O 7.0309 -2.1359 -4.2526  0.060
44 C 6.7369 -0.9869 -4.5780  -0.525
45 O 7.0674 -0.5177 -5.8016  -0.009
46 C 6.6076 0.7330 -6.3476  -0.229
47 C 7.5014 1.8758 -5.9067  -0.069
48 C 6.0926 -0.0555 -3.5939  -0.011
49 H 5.5542 0.9050 -6.1086  0.114
50 H 6.6639 0.6341 -7.4370  0.124
51 H 7.4860 2.0022 -4.8209  0.068
52 H 7.1845 2.8138 -6.3694  0.082
53 H 8.5410 1.6774 -6.1867  0.086
54 H 6.8655 0.4003 -2.9700  0.100
55 H 5.4132 -0.6360 -2.9609  0.063
56 H 5.4860 0.7216 -4.0551  0.070
57 O -5.2410 6.3798 2.0866  0.073
58 C -4.3027 6.4198 2.8807  -0.508
59 O -3.2026 7.1536 2.6020  -0.007
60 C -2.1407 7.4199 3.5375  -0.228
61 C -1.1247 6.2941 3.5359  -0.068
62 C -4.3200 5.5831 4.1260  0.006
63 H -2.5365 7.6295 4.5353  0.114
64 H -1.6546 8.3414 3.1992  0.124
65 H -1.5718 5.3490 3.8552  0.067
66 H -0.2910 6.5263 4.2032  0.083
67 H -0.7344 6.1334 2.5258  0.085
68 H -3.9750 4.5741 3.8870  0.088
69 H -5.3493 5.5345 4.4967  0.098
70 H -3.7247 5.9926 4.9400  0.071
71 O 4.6782 -1.1468 5.5068  0.073
72 C 3.7561 -1.5576 4.8043  -0.506
73 O 3.7192 -1.2648 3.4855  -0.007
74 C 2.7979 -1.8487 2.5453  -0.226
75 C 1.4868 -1.0867 2.5297  -0.072
76 C 2.6086 -2.3089 5.4127  0.000
77 H 2.6626 -2.9171 2.7363  0.113
78 H 3.2699 -1.7694 1.5600  0.111
79 H 0.9864 -1.1282 3.5008  0.069
80 H 0.8119 -1.4963 1.7741  0.041
81 H 1.6627 -0.0288 2.3101  0.089
82 H 1.8839 -1.5963 5.8143  0.097
83 H 2.9943 -2.9299 6.2281  0.093
84 H 2.1127 -2.9893 4.7231  0.068

Force components x, y, z for each atom (eV/Å):
0.4020 -0.6928 1.0950
-0.8786 -0.5318 0.3174
0.3687 1.7178 2.2316
-0.6622 -0.0186 0.9788
-0.2839 3.2676 1.0044
1.3322 0.4412 5.1221
-1.4536 -0.8052 -6.2132
-2.4578 -3.2422 1.0223
0.7554 0.3416 -0.3270
3.4647 -3.1194 0.3458
-0.2519 -1.0310 0.9115
-2.0211 1.2289 -1.8338
1.1904 -0.8602 0.8584
-0.8187 -0.1188 0.7065
0.9382 -1.0043 -0.3486
-1.1998 1.1399 -1.9401
-1.5283 0.3728 1.7112
2.0238 1.7705 0.2062
1.6537 0.4005 -1.9136
-1.8477 -1.1979 -1.6289
0.0486 -2.4588 -1.0145
0.4934 1.7406 -0.4641
2.3380 -0.4378 0.7601
0.3607 2.1040 -0.8784
-1.3195 -1.0665 -1.7979
0.5823 2.1154 -1.2548
-2.4366 0.1296 -0.0098
1.0654 -0.0896 2.0067
1.5473 1.7368 0.2036
-1.3440 -1.1086 0.0498
-0.0584 -0.5303 0.2662
-0.0801 0.2504 -0.1668
-0.1722 -0.0159 -0.0921
0.5225 -0.3558 -0.3619
-0.1290 -0.0395 -0.0493
-0.2395 -0.2659 -0.1245
0.1328 0.0200 0.0610
-0.0846 -0.0193 0.0011
0.2097 -0.0104 -0.0224
0.0756 -0.0593 0.0733
-0.2269 0.1677 0.1104
-0.0810 0.1875 0.0282
-0.4414 2.1372 -1.0194
0.5906 -1.6545 0.6924
-0.1056 -0.4887 -0.1966
0.1200 0.1765 0.0977
0.1369 0.0198 0.1975
-0.6958 0.0594 0.1711
0.1157 -0.0525 0.1127
0.0515 -0.2733 0.2564
-0.0952 0.0399 -0.1093
0.0197 -0.0840 0.0218
-0.1869 0.0102 -0.0668
-0.0738 -0.0403 -0.0830
0.3637 0.0196 -0.0525
0.1806 0.1232 -0.0030
1.9836 0.3127 1.2665
-1.3120 -0.2286 -1.2316
-0.3798 0.2994 -0.2407
0.1705 -0.1791 0.0399
-0.0347 -0.2245 -0.0579
-0.3474 0.2014 0.6482
-0.0477 -0.1273 -0.1062
-0.3249 -0.1556 -0.1318
0.0500 0.1145 0.0840
-0.0722 -0.0086 -0.0636
-0.0235 0.1387 0.1407
-0.0204 0.1033 0.0316
0.1809 -0.1485 -0.2917
0.1804 -0.1354 -0.0948
-1.5560 -0.6297 -1.6173
1.2238 0.8107 0.9798
0.6616 -0.0851 0.1935
-0.4151 0.2046 0.0231
-0.1665 -0.0648 0.2607
-0.0219 -0.7531 0.1667
0.0073 0.0929 0.1237
0.1402 0.0944 0.3117
0.0795 -0.0929 -0.0009
0.2159 0.1266 0.2041
0.0252 -0.1932 -0.1088
0.0808 -0.0861 -0.0711
-0.0440 0.3673 -0.0449
-0.1433 0.2001 -0.0616

This record from OMol25 describes a molecular structure, C3H6N2S2. The level of theory is ωB97M-V/def2-TZVPD.

Output
ΔE to the lowest compared entry with this formula, charge and spin = 67.9 kcal per mole
LUMO level = -0.3 eV

Each line ends with the natural charge from an NBO analysis.
Element x y z (Å)
1 C -2.8503 0.0558 0.0606  -0.791
2 C 0.0402 0.0006 0.0671  -0.113
3 C 2.3796 -0.8146 -0.1914  0.276
4 H -3.0095 0.7642 -0.8107  0.247
5 H -3.7271 -0.6108 0.0203  0.257
6 H -2.8050 0.5132 0.9594  0.233
7 H 0.7467 -1.8765 -0.3198  0.411
8 H 2.9529 -1.8442 -0.8618  0.193
9 H 2.5137 1.0556 0.6211  0.354
10 N 1.0942 -0.8898 -0.0001  -0.647
11 N 3.1642 0.2020 0.2896  -0.673
12 S -1.4626 -0.9139 0.0502  0.319
13 S -0.0310 1.6240 -0.1285  -0.066

Force components x, y, z for each atom (eV/Å):
-1.9486 0.9701 -3.3864
-0.8653 0.8545 -0.9718
8.2887 2.8121 0.4343
0.6181 -0.6346 1.0884
0.5509 -0.0803 0.2173
-0.6028 2.1492 2.7254
0.4600 2.3894 1.0479
-1.8972 3.4257 2.5073
1.4896 -2.6600 -0.6513
-5.1802 -4.0861 -1.2359
-3.8296 -1.7377 -1.9341
2.1404 -3.3679 -0.3440
0.7759 -0.0343 0.5031

- Which formula does entry 5 have?
  C3H6N2S2

- Which formula does entry 5 have?
  C3H6N2S2